# 1
C6H7NO | ωB97M-V with the def2-TZVPD basis set

Geometry (Å):
1 O 0.14411 0.79614 -1.36720
2 N -0.24840 0.56188 0.03577
3 C -1.68603 -0.17149 1.45601
4 C 1.39531 0.38753 -1.52693
5 C -1.58262 0.77331 0.45570
6 C -0.52113 -1.18936 1.30384
7 C 0.40203 -0.55594 0.51264
8 C 1.62863 -0.72153 -0.35698
9 H 1.76995 -1.64950 -0.83435
10 H 2.26999 1.43407 -1.54999
11 H 2.56036 -0.24729 0.36431
12 H -0.56993 -1.86162 2.28546
13 H 1.41285 -0.19726 -2.67069
14 H -2.23395 1.62416 -0.08615
15 H -2.44053 -0.54003 2.11296

Relative energy (zero: lowest compared OMol25 entry of this formula, charge and spin), kcal per mole: 130.1
Total energy, eV: -9867.016
HOMO level, hartree: -0.318
Maximum force, eV/A: 5.20
Frontier orbital gap, eV: 9.59

# 2
C6H7NO | ωB97M-V with the def2-TZVPD basis set

Geometry (Å):
1 O 2.52425 0.42152 -0.30301
2 N 0.51709 -0.96227 0.10474
3 C 1.91287 -0.56681 0.50301
4 C -0.03680 -0.20817 -1.05555
5 C -0.66071 -0.28911 0.93188
6 C -1.40839 -0.59529 -0.49296
7 C -0.50096 1.17696 0.80828
8 C 0.09332 1.19144 -0.36778
9 H 2.42028 -1.34505 1.34930
10 H -0.96714 -0.82773 1.85194
11 H -0.94410 1.78133 1.52413
12 H -1.45792 -1.79306 -0.87746
13 H 0.42424 -0.33406 -1.97750
14 H 0.24139 2.11787 -1.18708
15 H -2.15742 0.23244 -0.81194

SMILES: O=CN1[C@@H]2C=C[C@H]1C2
Relative energy (zero: lowest compared OMol25 entry of this formula, charge and spin), kcal per mole: 145.9
Total energy, eV: -9866.332
HOMO level, hartree: -0.329
Maximum force, eV/A: 9.44
Frontier orbital gap, eV: 9.21

# 3
C6H7NO | ωB97M-V with the def2-TZVPD basis set

Geometry (Å):
1 O -1.17309 -0.99846 1.00011
2 N 2.10447 -0.53831 0.12016
3 C -0.50997 -1.32809 -0.16946
4 C 0.82560 -0.68623 -0.53789
5 C 1.07657 0.40863 0.51656
6 C -1.44024 -0.21856 -0.20425
7 C -0.98784 1.22985 -0.05766
8 C 0.29733 1.62070 0.18582
9 H 0.65828 -0.03028 1.49348
10 H 2.43607 -1.10681 0.81995
11 H -2.51147 -0.34896 -0.62104
12 H -0.74474 -2.25083 -0.78746
13 H 0.96309 -0.48415 -1.55830
14 H -1.68452 2.07802 -0.24349
15 H 0.69045 2.65348 0.04346

SMILES: C1=C[C@@H]2O[C@@H]2[C@@H]2N[C@@H]12
Relative energy (zero: lowest compared OMol25 entry of this formula, charge and spin), kcal per mole: 116.0
Total energy, eV: -9867.626
HOMO level, hartree: -0.327
Maximum force, eV/A: 3.94
Frontier orbital gap, eV: 9.94

# 4
C6H7NO | ωB97M-V with the def2-TZVPD basis set

Geometry (Å):
1 O -2.80874 -0.49127 -0.46221
2 N 0.61812 -0.12999 -1.26524
3 C -1.61847 -0.37771 -0.31690
4 C -0.46304 0.96313 0.56604
5 C -0.48368 -0.58836 0.76575
6 C -0.59606 0.60778 -0.82005
7 C 1.71171 -0.10483 -0.21041
8 C 0.64880 -1.03165 -0.04861
9 H 0.29900 1.61548 1.11436
10 H 1.93799 0.67158 0.60814
11 H 2.60298 -0.43566 -0.65612
12 H 0.86467 -2.09142 -0.18901
13 H -0.40523 -1.08175 1.85241
14 H -0.77245 1.27913 -1.66573
15 H -1.53559 1.19557 0.72759

Relative energy (zero: lowest compared OMol25 entry of this formula, charge and spin), kcal per mole: 95.4
Total energy, eV: -9868.520
HOMO level, hartree: -0.349
Maximum force, eV/A: 5.93
Frontier orbital gap, eV: 10.34

# 5
C6H7NO | ωB97M-V with the def2-TZVPD basis set

Geometry (Å):
1 O -1.70862 -1.78419 0.00000
2 N 1.04527 -0.01932 -1.21983
3 C 0.82079 -1.13931 -0.25904
4 C 1.00275 -0.22109 1.04841
5 C -2.01580 1.05942 -0.09341
6 C 0.65446 0.80990 0.15361
7 C -0.92451 0.36748 -0.09494
8 C -0.70520 -1.02918 -0.18989
9 H -1.96133 2.17055 0.13562
10 H 1.96552 -0.21710 1.20783
11 H 2.01627 0.16214 -1.58841
12 H -2.89371 0.59544 -0.67957
13 H 1.18078 -2.06935 -0.49495
14 H 0.83745 1.91283 0.08843
15 H 0.68588 -0.59821 1.98613

Relative energy (zero: lowest compared OMol25 entry of this formula, charge and spin), kcal per mole: 108.5
Total energy, eV: -9867.952
HOMO level, hartree: -0.330
Maximum force, eV/A: 7.58
Frontier orbital gap, eV: 9.46

# 6
C6H7NO | ωB97M-V with the def2-TZVPD basis set

Geometry (Å):
1 O -1.63528 0.26752 1.28169
2 N 1.83255 0.71950 0.01642
3 C -0.90334 2.80295 -0.87690
4 C 0.82276 -0.00509 0.52964
5 C -0.80574 1.74590 -0.31175
6 C 0.22538 -1.02821 -0.19069
7 C -0.49162 -2.19106 0.42242
8 C -0.76165 0.53157 0.47960
9 H 0.59308 -1.21324 -1.20579
10 H 0.21273 -2.99811 0.62264
11 H -0.97219 -1.95249 1.36480
12 H 1.92847 1.68488 0.29033
13 H -1.26321 -2.57246 -0.25241
14 H 2.27071 0.45130 -0.85862
15 H -1.05267 3.75705 -1.31138

Relative energy (zero: lowest compared OMol25 entry of this formula, charge and spin), kcal per mole: 104.4
Total energy, eV: -9868.131
HOMO level (spin up / spin down), hartree: -0.308 / -0.308
Maximum force, eV/A: 2.74
Frontier orbital gap (spin up / spin down), eV: 8.45 / 8.45

# 7
C6H7NO2 | ωB97M-V with the def2-TZVPD basis set

Geometry (Å):
1 O 1.20613 -1.02757 -0.58063
2 O -1.38053 -1.44260 0.88660
3 N -0.64897 0.37778 -0.41756
4 C 0.70379 0.17066 -0.15115
5 C -1.68111 -0.37607 0.22662
6 C 2.57485 -1.05480 -0.29519
7 C -3.01762 0.09918 -0.17020
8 C 2.92695 0.10398 0.38802
9 C 1.68750 0.87680 0.48236
10 H 4.06548 0.52007 0.63510
11 H 3.32588 -1.96761 -0.36078
12 H -3.69578 -0.48940 0.20585
13 H 1.52708 1.98609 0.98058
14 H -3.26314 0.98114 0.25704
15 H -0.93127 1.20143 -0.74361
16 H -3.39924 0.04091 -1.34305

SMILES: CC(=O)Nc1ccco1
Relative energy (zero: lowest compared OMol25 entry of this formula, charge and spin), kcal per mole: 64.9
Total energy, eV: -11917.618
HOMO level, hartree: -0.318
Maximum force, eV/A: 5.65
Frontier orbital gap, eV: 9.35

# 8
C6H7NO2S | ωB97M-V with the def2-TZVPD basis set

Geometry (Å):
1 S -2.72206 -0.22645 0.40923
2 O -0.12975 1.70021 1.10544
3 O -0.37403 -2.47378 -0.51204
4 N -1.00947 -0.33994 0.32307
5 C 2.41290 -0.60587 1.05711
6 C 1.12755 -0.31830 0.35604
7 C -3.01056 0.96936 -0.92188
8 C -0.23094 -1.38934 -0.07520
9 C 2.42082 -0.09304 -0.34847
10 C 0.00052 0.59005 0.69758
11 H -4.07298 1.18563 -0.90181
12 H -2.73227 0.53426 -1.87646
13 H 2.69836 0.07038 1.85126
14 H -2.44762 1.87914 -0.73159
15 H 2.67063 -0.77161 -1.15161
16 H 2.73180 0.92758 -0.52440
17 H 2.66712 -1.63828 1.24373

SMILES: CSN1C(=O)C2(CC2)C1=O
Relative energy (zero: lowest compared OMol25 entry of this formula, charge and spin), kcal per mole: 40.5
Total energy, eV: -22754.147
HOMO level, hartree: -0.342
Maximum force, eV/A: 4.10
Frontier orbital gap, eV: 9.97

# 9
C6H7NO2S2 | ωB97M-V with the def2-TZVPD basis set

Geometry (Å):
1 S 2.14766 -0.12861 -0.20758
2 S -2.61459 1.23873 -0.03303
3 O -3.47648 0.19692 0.44316
4 O -1.70374 -2.08867 -0.91441
5 N -0.53113 -0.50965 0.30615
6 C -0.95175 0.78443 0.00069
7 C 0.79861 -0.84816 0.75749
8 C 0.11819 1.92158 0.00977
9 C -0.79792 -1.73990 -0.25249
10 C 0.50559 -2.42533 0.33401
11 C 1.41710 1.47402 -0.83372
12 H -0.43213 2.74509 -0.49977
13 H 0.88161 -0.50691 1.85770
14 H 0.38009 -3.04536 1.17781
15 H 0.99910 1.21067 -1.72259
16 H 0.93436 -2.76590 -0.59150
17 H 0.31427 2.15339 1.08099
18 H 2.01116 2.33367 -0.91267

Relative energy (zero: lowest compared OMol25 entry of this formula, charge and spin), kcal per mole: 38.1
Total energy, eV: -33588.259
HOMO level (spin up / spin down), hartree: -0.311 / -0.311
Maximum force, eV/A: 4.50
Frontier orbital gap (spin up / spin down), eV: 8.23 / 8.23

# 10
C6H7NOS2 | ωB97M-V with the def2-TZVPD basis set

Geometry (Å):
1 S 1.82647 0.81435 -0.20947
2 S 2.48273 -1.00416 -1.11116
3 O 2.31869 0.90879 1.12857
4 N -0.65689 -0.21908 0.62773
5 C -1.91158 -0.15245 0.73847
6 C -0.01079 0.68857 -0.07694
7 C -2.75291 0.73206 0.02490
8 C 2.56092 -2.15492 0.36225
9 C -2.06966 1.66389 -0.81630
10 C -0.72592 1.61576 -0.83699
11 H -0.18668 2.27775 -1.40860
12 H -2.29388 -0.97148 1.32583
13 H 3.20890 -1.80401 1.13221
14 H -2.73954 2.30979 -1.39757
15 H 1.62221 -2.39525 0.58492
16 H -3.80548 0.80185 0.03917
17 H 3.13343 -3.11145 -0.10702

Relative energy (zero: lowest compared OMol25 entry of this formula, charge and spin), kcal per mole: 25.9
Total energy, eV: -31541.431
HOMO level, hartree: -0.327
Maximum force, eV/A: 6.16
Frontier orbital gap, eV: 9.04

# 11
C6H7O6Tl | ωB97M-V with the def2-TZVPD basis set

Geometry (Å):
1 Tl 1.00946 2.57212 -0.51265
2 O 2.08097 0.74991 0.09099
3 O 4.05262 0.01851 1.06766
4 O -5.22937 -0.67467 0.11271
5 O -1.77629 0.28921 0.26650
6 O -1.31489 2.28192 -0.60818
7 O 3.94974 0.02980 -1.09675
8 C -3.86171 -0.79825 0.45595
9 C 3.32379 0.40389 0.01971
10 C 5.01133 -0.77766 -0.73266
11 C -3.12247 0.35026 -0.19732
12 C -0.85722 1.21693 -0.15578
13 C 5.10381 -0.74358 0.59433
14 H -3.16572 0.26062 -1.29311
15 H -5.71150 -1.43367 0.45040
16 H 5.80623 -1.14386 1.31516
17 H -3.58950 1.30850 0.07574
18 H 5.46215 -1.39701 -1.49867
19 H -3.72449 -0.75787 1.54950
20 H -3.44695 -1.75510 0.09648

Relative energy (zero: lowest compared OMol25 entry of this formula, charge and spin), kcal per mole: 19.4
Total energy, eV: -23310.212
HOMO level, hartree: -0.271
Maximum force, eV/A: 7.37
Frontier orbital gap, eV: 7.58

# 12
C6H7OPS | ωB97M-V with the def2-TZVPD basis set

Geometry (Å):
1 S -1.14871 2.53703 -0.79104
2 P -0.44465 0.99513 0.19126
3 O 0.56226 1.28850 1.44196
4 C 2.17541 0.48267 -0.83336
5 C -2.42704 -0.77365 0.04358
6 C -1.71846 -0.03302 1.05418
7 C 0.96467 -0.31137 -0.95962
8 C -2.91927 -1.37848 -0.87612
9 C 3.02433 1.16138 -0.33629
10 H -2.34100 0.66222 1.49270
11 H 1.06279 -1.10201 -0.17045
12 H 0.71368 -0.28014 -2.04728
13 H 3.82826 1.78605 -0.25879
14 H -1.29868 -0.74348 1.80589
15 H -3.16660 -1.98470 -1.67555
16 H 1.49284 1.47018 1.09244

SMILES: C#CCP(O)(=S)CC#C
Relative energy (zero: lowest compared OMol25 entry of this formula, charge and spin), kcal per mole: 32.9
Total energy, eV: -28503.166
HOMO level, hartree: -0.322
Maximum force, eV/A: 3.03
Frontier orbital gap, eV: 8.96